# 1
{
  "formula": "C22H88O22",
  "method": "the ωB97M-V functional and the def2-TZVPD basis",
  "e_above_lowest_kj_mol": 183.98,
  "e_lumo_ha": 0.0030,
  "fmax_ha_per_bohr": 0.0593,
  "total_energy_ev": -69275.659,
  "homo_energy_ev": -9.119,
  "gap_ev": 9.2,
  "elements": ["C", "O", "H", "H", "H", "H", "C", "O", "H", "H", "H", "H", "C", "O", "H", "H", "H", "H", "C", "O", "H", "H", "H", "H", "C", "O", "H", "H", "H", "H", "C", "O", "H", "H", "H", "H", "C", "O", "H", "H", "H", "H", "C", "O", "H", "H", "H", "H", "C", "O", "H", "H", "H", "H", "C", "O", "H", "H", "H", "H", "C", "O", "H", "H", "H", "H", "C", "O", "H", "H", "H", "H", "C", "O", "H", "H", "H", "H", "C", "O", "H", "H", "H", "H", "C", "O", "H", "H", "H", "H", "C", "O", "H", "H", "H", "H", "C", "O", "H", "H", "H", "H", "C", "O", "H", "H", "H", "H", "C", "O", "H", "H", "H", "H", "C", "O", "H", "H", "H", "H", "C", "O", "H", "H", "H", "H", "C", "O", "H", "H", "H", "H"],
  "xyz": [[3.606, -4.383, 3.183], [3.782, -5.155, 2.041], [4.461, -4.259, 3.847], [3.294, -3.384, 2.879], [2.695, -4.824, 3.589], [4.518, -4.874, 1.493], [-4.294, -1.672, 3.204], [-3.033, -1.121, 2.726], [-4.403, -1.331, 4.233], [-5.097, -1.203, 2.636], [-4.353, -2.755, 3.095], [-3.114, -0.975, 1.781], [-0.402, -3.154, -1.566], [-0.867, -2.423, -0.462], [-0.398, -4.217, -1.325], [-1.034, -3.114, -2.453], [0.520, -2.668, -1.884], [-1.826, -2.455, -0.434], [-1.286, 2.381, 1.703], [-2.320, 3.346, 1.993], [-1.187, 2.173, 0.638], [-0.354, 2.667, 2.190], [-1.657, 1.451, 2.136], [-3.155, 2.956, 1.725], [-4.597, -3.361, -1.137], [-3.897, -2.149, -0.747], [-5.191, -3.219, -2.039], [-3.953, -4.238, -1.205], [-5.298, -3.441, -0.306], [-3.974, -1.488, -1.439], [-2.076, -4.402, 2.043], [-2.279, -3.872, 3.263], [-2.852, -3.998, 1.393], [-1.118, -4.106, 1.618], [-2.179, -5.485, 1.974], [-1.944, -2.973, 3.238], [-2.176, -3.120, -5.689], [-2.636, -4.264, -4.987], [-2.017, -2.300, -4.988], [-1.184, -3.298, -6.104], [-2.832, -2.683, -6.442], [-2.881, -4.948, -5.614], [1.430, -1.479, 3.053], [2.291, -0.757, 2.258], [1.500, -2.561, 2.940], [1.473, -1.320, 4.130], [0.433, -1.160, 2.751], [3.186, -0.755, 2.604], [2.269, 2.519, 2.011], [3.458, 1.898, 1.395], [2.063, 3.431, 1.450], [1.402, 1.898, 1.786], [2.500, 2.806, 3.037], [3.459, 1.076, 1.890], [-6.857, -0.496, 0.067], [-5.767, 0.343, -0.110], [-6.550, -1.389, 0.611], [-7.709, 0.059, 0.458], [-7.248, -0.857, -0.885], [-5.468, 0.084, -0.985], [-3.353, 0.964, -2.845], [-4.405, 0.060, -2.536], [-3.364, 1.899, -2.286], [-2.391, 0.458, -2.765], [-3.430, 1.291, -3.882], [-5.075, 0.193, -3.211], [5.762, -1.907, -1.603], [6.901, -2.689, -1.208], [5.643, -1.033, -0.962], [5.995, -1.712, -2.650], [4.827, -2.456, -1.495], [7.599, -2.283, -1.728], [2.251, 6.210, -2.385], [2.177, 5.069, -3.303], [1.798, 7.035, -2.935], [1.518, 5.962, -1.617], [3.251, 6.312, -1.965], [3.052, 4.722, -3.494], [-5.739, 3.404, 1.457], [-4.726, 2.733, 0.685], [-5.674, 4.444, 1.138], [-6.750, 2.998, 1.421], [-5.569, 3.379, 2.533], [-5.016, 1.833, 0.523], [2.080, -6.624, -0.489], [1.694, -5.440, 0.206], [1.317, -6.986, -1.178], [2.951, -6.354, -1.085], [2.235, -7.432, 0.226], [2.401, -5.230, 0.822], [5.328, 4.393, 0.362], [5.181, 3.170, -0.395], [5.358, 4.250, 1.442], [6.185, 5.041, 0.174], [4.440, 5.008, 0.210], [4.676, 2.533, 0.115], [1.461, 1.539, 5.209], [0.521, 1.075, 6.094], [1.025, 1.699, 4.223], [1.961, 2.467, 5.488], [2.251, 0.802, 5.068], [-0.190, 0.633, 5.624], [0.917, 0.179, -0.985], [-0.422, 0.207, -0.522], [1.298, -0.791, -0.665], [0.889, 0.295, -2.069], [1.541, 0.960, -0.554], [-0.705, -0.688, -0.318], [-0.538, 3.491, -1.829], [0.155, 3.202, -3.062], [-1.594, 3.253, -1.956], [-0.117, 2.836, -1.067], [-0.478, 4.485, -1.386], [0.702, 3.976, -3.216], [6.408, 3.656, -3.548], [5.041, 3.652, -3.151], [6.881, 2.892, -2.931], [6.553, 3.516, -4.619], [7.027, 4.516, -3.291], [5.017, 3.361, -2.236], [2.813, 1.718, -4.822], [1.552, 1.642, -5.465], [2.948, 2.783, -4.634], [2.880, 1.210, -3.860], [3.607, 1.228, -5.385], [0.873, 2.041, -4.915], [-2.859, 0.911, 5.385], [-1.816, 0.052, 4.904], [-2.500, 1.939, 5.437], [-3.814, 0.927, 4.860], [-3.145, 0.653, 6.405], [-2.150, -0.544, 4.230]],
  "lowdin_charge": [-0.141, -0.118, 0.090, 0.048, 0.100, 0.101, -0.080, -0.148, 0.081, 0.074, 0.078, 0.080, -0.118, -0.142, 0.080, 0.071, 0.084, 0.045, -0.122, -0.136, 0.045, 0.055, 0.068, 0.012, -0.099, -0.154, 0.083, 0.081, 0.070, 0.030, -0.198, -0.108, 0.062, 0.078, 0.090, 0.060, -0.170, -0.121, 0.066, 0.078, 0.075, 0.072, -0.167, -0.102, 0.060, 0.085, 0.088, 0.082, -0.092, -0.143, 0.085, 0.053, 0.078, 0.042, -0.149, -0.129, 0.071, 0.088, 0.085, 0.035, -0.096, -0.138, 0.077, 0.088, 0.089, 0.104, -0.145, -0.139, 0.070, 0.082, 0.072, 0.063, -0.081, -0.157, 0.080, 0.063, 0.079, 0.040, -0.128, -0.141, 0.084, 0.075, 0.072, 0.023, -0.152, -0.147, 0.071, 0.075, 0.076, 0.013, -0.119, -0.135, 0.075, 0.079, 0.067, 0.038, -0.208, -0.096, 0.057, 0.081, 0.067, 0.027, -0.135, -0.154, 0.073, 0.076, 0.067, 0.016, -0.118, -0.131, 0.063, 0.047, 0.080, 0.019, -0.145, -0.136, 0.076, 0.079, 0.068, 0.026, -0.159, -0.125, 0.056, 0.066, 0.080, 0.041, -0.128, -0.137, 0.084, 0.072, 0.077, 0.026]
}

---

# 2
{
  "formula": "C32H46As2N5Ni",
  "method": "the ωB97M-V functional and the def2-TZVPD basis",
  "charge": 1,
  "e_lumo_ha": [-0.0705, -0.0681],
  "fmax_ha_per_bohr": 0.0034,
  "total_energy_ev": -204096.312,
  "homo_energy_ev": [-9.310, -9.319],
  "gap_ev": [7.4, 7.5],
  "elements": ["Ni", "C", "N", "C", "C", "C", "C", "C", "C", "C", "N", "C", "C", "C", "C", "C", "C", "N", "C", "C", "H", "H", "H", "H", "H", "H", "H", "H", "H", "H", "H", "H", "H", "H", "H", "H", "H", "H", "H", "H", "C", "As", "C", "C", "C", "C", "C", "C", "C", "As", "C", "C", "H", "H", "H", "H", "H", "H", "H", "H", "H", "H", "H", "H", "H", "H", "H", "H", "N", "C", "N", "C", "C", "C", "C", "C", "H", "H", "H", "H", "H", "H", "H", "H", "H", "H"],
  "xyz": [[0.147, 0.549, 1.732], [0.442, 2.870, 0.027], [-0.200, 2.457, 1.293], [0.335, 3.266, 2.415], [-1.661, 2.624, 1.219], [-2.252, 3.846, 0.972], [-3.637, 3.954, 0.976], [-4.401, 2.830, 1.255], [-3.811, 1.599, 1.495], [-2.418, 1.469, 1.450], [-1.676, 0.333, 1.672], [-2.056, -0.985, 1.534], [-3.215, -1.499, 0.953], [-3.383, -2.872, 0.828], [-2.415, -3.758, 1.270], [-1.249, -3.262, 1.847], [-1.079, -1.899, 1.970], [0.090, -1.262, 2.593], [-0.216, -0.998, 4.026], [1.308, -2.079, 2.525], [0.282, 3.935, -0.157], [1.512, 2.680, 0.089], [0.007, 2.295, -0.788], [0.143, 4.327, 2.248], [-0.153, 2.962, 3.340], [1.408, 3.104, 2.498], [-1.646, 4.724, 0.785], [-4.109, 4.909, 0.788], [-5.480, 2.911, 1.294], [-4.429, 0.750, 1.748], [-3.967, -0.837, 0.551], [-4.281, -3.248, 0.355], [-2.553, -4.824, 1.160], [-0.491, -3.954, 2.187], [-0.317, -1.943, 4.564], [0.595, -0.415, 4.465], [-1.145, -0.439, 4.096], [1.180, -3.023, 3.058], [1.559, -2.278, 1.486], [2.119, -1.533, 3.003], [-2.078, 1.343, -4.137], [-2.214, 0.961, -2.216], [-4.132, 1.315, -2.040], [-2.240, -0.993, -2.355], [-3.342, -1.645, -2.898], [-3.385, -3.029, -2.993], [-2.310, -3.777, -2.545], [-1.200, -3.139, -2.010], [-1.149, -1.751, -1.910], [0.386, -0.892, -1.050], [1.182, 0.063, -2.576], [1.662, -2.387, -1.141], [-2.829, 0.781, -4.691], [-1.089, 1.073, -4.504], [-2.233, 2.410, -4.299], [-4.671, 1.056, -2.950], [-4.266, 2.375, -1.831], [-4.536, 0.750, -1.202], [-4.189, -1.070, -3.254], [-4.254, -3.517, -3.417], [-2.331, -4.857, -2.609], [-0.376, -3.746, -1.662], [1.142, -0.553, -3.474], [2.225, 0.282, -2.338], [0.664, 1.003, -2.756], [1.757, -2.764, -2.159], [1.363, -3.204, -0.485], [2.636, -2.018, -0.810], [2.081, 0.732, 1.715], [3.212, 0.673, 1.480], [4.489, 0.632, 1.228], [5.160, -0.678, 1.051], [5.991, -0.653, -0.233], [5.259, 0.146, -1.308], [5.181, 1.632, -0.921], [5.144, 1.796, 0.601], [4.382, -1.439, 0.984], [5.771, -0.887, 1.929], [6.169, -1.680, -0.550], [6.971, -0.212, -0.042], [4.250, -0.262, -1.425], [5.748, 0.034, -2.275], [4.301, 2.093, -1.374], [6.050, 2.170, -1.302], [4.617, 2.696, 0.912], [6.147, 1.848, 1.022]],
  "lowdin_charge": [0.440, -0.066, -0.252, -0.049, -0.213, -0.031, -0.085, -0.085, -0.029, -0.227, -0.001, -0.238, -0.016, -0.077, -0.086, -0.026, -0.223, -0.255, -0.034, -0.080, 0.095, 0.069, 0.023, 0.094, 0.104, 0.073, 0.113, 0.105, 0.112, 0.106, 0.089, 0.112, 0.106, 0.108, 0.104, 0.092, 0.095, 0.093, 0.056, 0.080, -0.306, 1.159, -0.310, -0.432, -0.111, -0.075, -0.079, -0.119, -0.419, 1.171, -0.307, -0.317, 0.026, 0.011, 0.024, 0.022, 0.020, 0.011, 0.092, 0.108, 0.109, 0.083, 0.039, -0.001, -0.018, 0.041, 0.013, -0.003, 0.185, -0.182, -0.070, -0.114, -0.165, -0.180, -0.153, -0.117, 0.115, 0.128, 0.121, 0.120, 0.084, 0.119, 0.106, 0.118, 0.128, 0.130]
}

---

# 3
{
  "formula": "C4H11N3O",
  "method": "the ωB97M-V functional and the def2-TZVPD basis",
  "e_above_lowest_kj_mol": 484.26,
  "e_lumo_ha": 0.0284,
  "fmax_ha_per_bohr": 0.0396,
  "total_energy_ev": -10840.192,
  "homo_energy_ev": -8.273,
  "gap_ev": 9.0,
  "elements": ["C", "N", "C", "N", "O", "H", "H", "H", "H", "H", "H", "C", "C", "N", "H", "H", "H", "H", "H"],
  "xyz": [[1.254, -1.340, 1.284], [-0.681, -0.504, -0.173], [0.823, -0.962, -0.117], [-1.522, -0.646, 0.956], [1.196, -1.523, -1.142], [-1.077, -0.813, -1.063], [-2.176, 0.134, 0.969], [-2.030, -1.521, 0.901], [2.330, -1.498, 1.267], [0.764, -2.274, 1.569], [0.991, -0.576, 2.012], [-0.018, 1.487, -1.773], [-0.040, 1.180, -0.302], [-0.453, 1.993, 0.587], [-0.435, 1.653, 1.543], [1.119, 0.499, -0.127], [-1.041, 1.626, -2.131], [0.541, 2.407, -1.929], [0.457, 0.677, -2.329]],
  "lowdin_charge": [-0.013, -0.086, -0.546, 0.051, 0.028, 0.149, 0.087, 0.094, 0.089, 0.089, 0.074, -0.049, -0.464, 0.059, 0.034, 0.157, 0.085, 0.087, 0.073]
}

---

# 4
{
  "formula": "C6H18IN3P",
  "method": "the ωB97M-V functional and the def2-TZVPD basis",
  "e_above_lowest_kj_mol": 0.00,
  "charge": 1,
  "e_lumo_ha": -0.1562,
  "fmax_ha_per_bohr": 0.0907,
  "total_energy_ev": -28364.423,
  "homo_energy_ev": -12.486,
  "gap_ev": 8.2,
  "elements": ["C", "C", "C", "C", "C", "C", "N", "N", "N", "P", "I", "H", "H", "H", "H", "H", "H", "H", "H", "H", "H", "H", "H", "H", "H", "H", "H", "H", "H"],
  "xyz": [[-3.456, -0.245, -0.408], [-2.394, -2.444, -0.982], [1.052, -0.587, 1.825], [0.863, -2.005, -0.195], [0.963, 3.630, 0.746], [1.030, 2.256, -1.116], [-2.361, -1.175, -0.156], [0.155, -1.198, 0.811], [0.762, 2.482, 0.321], [-1.323, -0.427, 0.815], [4.990, -0.115, 0.142], [-3.393, 0.754, 0.097], [-3.315, 0.276, -1.432], [-4.412, -0.721, -0.150], [-3.450, -2.570, -1.375], [-1.756, -2.252, -1.856], [-2.178, -3.325, -0.214], [1.904, -1.158, 1.952], [1.304, 0.373, 1.644], [0.467, -0.406, 2.811], [1.101, -3.012, 0.189], [0.131, -2.038, -1.089], [1.770, -1.439, -0.233], [6.574, 0.318, 0.388], [0.686, 3.908, 1.730], [1.351, 4.427, 0.137], [0.035, 1.990, -1.437], [1.235, 3.263, -1.677], [1.663, 1.442, -1.285]],
  "lowdin_charge": [-0.186, -0.054, -0.135, -0.054, -0.062, -0.117, -0.462, -0.415, -0.099, 1.158, 0.320, 0.070, 0.127, 0.101, 0.104, 0.078, 0.143, 0.060, 0.003, 0.115, 0.107, 0.092, 0.052, -0.285, 0.063, 0.073, 0.052, 0.117, 0.035]
}

---

# 5
{
  "formula": "C8H14N2O",
  "method": "the ωB97M-V functional and the def2-TZVPD basis",
  "e_above_lowest_kj_mol": 427.74,
  "e_lumo_ha": 0.0351,
  "fmax_ha_per_bohr": 0.0971,
  "total_energy_ev": -13546.231,
  "homo_energy_ev": -7.720,
  "gap_ev": 8.7,
  "elements": ["C", "C", "C", "C", "C", "C", "C", "C", "N", "N", "O", "H", "H", "H", "H", "H", "H", "H", "H", "H", "H", "H", "H", "H", "H"],
  "xyz": [[-0.466, -0.086, 0.126], [0.928, -1.787, 1.016], [2.732, -0.513, -0.600], [1.260, 0.650, 0.709], [2.035, -0.608, 0.765], [-2.320, -0.173, -1.465], [-2.608, 1.114, 0.689], [-1.631, 0.661, -0.408], [-0.363, -1.290, 0.417], [1.857, 1.448, -0.310], [2.146, 0.539, -1.336], [1.167, -2.791, 0.650], [0.860, -2.066, 2.059], [3.766, -0.174, -0.526], [2.789, -1.484, -1.160], [0.948, 1.244, 1.652], [2.785, -0.580, 1.649], [-2.000, -1.196, -1.299], [-1.944, 0.084, -2.432], [-3.357, -0.118, -1.387], [-2.949, 0.193, 1.418], [-3.466, 1.492, 0.227], [-2.272, 1.901, 1.247], [-1.183, 1.508, -0.915], [1.286, 2.033, -0.785]],
  "lowdin_charge": [-0.144, -0.111, -0.175, -0.160, -0.230, -0.058, -0.051, -0.386, 0.065, -0.017, -0.127, 0.097, 0.091, 0.114, 0.140, 0.160, 0.163, 0.069, 0.076, 0.056, 0.153, 0.046, 0.031, 0.123, 0.074]
}

---

# 6
{
  "formula": "C4H3N",
  "method": "the ωB97M-V functional and the def2-TZVPD basis",
  "e_above_lowest_kj_mol": 507.35,
  "e_lumo_ha": [-0.0647, -0.0664],
  "fmax_ha_per_bohr": 0.0530,
  "total_energy_ev": -5679.249,
  "homo_energy_ev": [-8.499, -8.786],
  "gap_ev": [6.7, 7.0],
  "elements": ["C", "C", "C", "C", "N", "H", "H", "H"],
  "xyz": [[-1.115, -0.718, 0.051], [1.176, -0.361, 0.055], [0.243, -1.186, -0.031], [-1.028, 0.633, -0.090], [0.067, 1.177, 0.141], [-1.987, -1.332, 0.150], [2.230, -0.220, 0.048], [0.413, 2.006, -0.324]],
  "lowdin_charge": [-0.077, 0.019, -0.107, -0.147, 0.079, 0.077, 0.055, 0.101]
}